{
  "formula": "C13H19BrNO3",
  "method": "the ωB97M-V functional and the def2-TZVPD basis",
  "symbols": ["C", "N", "H", "C", "H", "H", "H", "C", "C", "C", "H", "H", "O", "C", "O", "C", "O", "C", "C", "C", "C", "C", "C", "H", "H", "Br", "H", "H", "H", "H", "H", "H", "H", "H", "H", "H", "H"],
  "positions_angstrom": [[3.3278, 0.7779, 2.9053], [2.8224, -0.6342, 2.9535], [1.9583, -0.8166, 2.2460], [3.9531, -1.6550, 2.8016], [4.8987, -1.6112, 3.5099], [4.4621, -1.4410, 1.9423], [3.6591, -2.5190, 3.0305], [2.2156, -0.9559, 4.3896], [1.5693, -2.3096, 4.6759], [0.6430, -2.6839, 3.5207], [0.0075, -3.7227, 3.9847], [1.0932, -3.0119, 2.6845], [-0.3330, -1.8889, 3.2441], [-0.5596, -0.9388, 2.3984], [0.6053, -0.7906, 1.7346], [-1.8002, -0.2368, 2.1953], [-2.1128, -0.6401, 0.7751], [-1.7353, -0.0466, -0.2594], [-2.3677, -0.7125, -1.6146], [-1.9324, -0.0335, -2.6394], [-0.9656, 0.8772, -2.7322], [-0.6194, 1.5775, -1.3684], [-1.0312, 0.9735, -0.2929], [-0.5869, 1.5109, 0.7006], [0.0382, 2.0852, -1.6412], [-0.4924, 1.7304, -4.4713], [-2.0713, -0.4641, -3.6905], [-3.0817, -1.5632, -1.4907], [-1.7422, 0.8422, 2.2794], [-2.5455, -0.6418, 2.7851], [2.2216, -3.0425, 4.8017], [1.0538, -2.2330, 5.5660], [1.3845, -0.0410, 4.4749], [3.0729, -0.6366, 5.1849], [2.6232, 1.4171, 3.0530], [3.5702, 0.7812, 1.9326], [4.1629, 0.7555, 3.5587]],
  "mulliken_charge": [-1.260, 0.158, 0.486, -1.037, 0.309, 0.460, 0.462, -0.570, -0.899, -0.719, 0.257, 0.588, -0.234, 1.128, -0.837, -0.912, -0.493, 0.704, -0.838, -0.005, 0.014, -1.086, 0.481, -0.094, 0.741, -0.152, 0.233, 0.373, 0.346, 0.380, 0.546, 0.433, 0.266, 0.398, 0.412, 0.540, 0.422],
  "smiles": "C[NH+](C)CCCOC(=O)COc1ccc(Br)cc1",
  "total_charge": 1,
  "multiplicity": 1,
  "e_homo_ev": -10.252,
  "relative_energy_kcal_mol": 0.00,
  "gap_ev": 6.77
}

=====

{
  "formula": "C13H19Cl6F6NO5",
  "method": "the ωB97M-V functional and the def2-TZVPD basis",
  "symbols": ["C", "O", "N", "C", "C", "H", "H", "H", "H", "H", "H", "H", "C", "C", "O", "C", "O", "C", "F", "F", "F", "H", "H", "H", "H", "H", "C", "C", "O", "C", "O", "C", "F", "F", "F", "H", "H", "H", "H", "H", "C", "Cl", "Cl", "Cl", "H", "C", "Cl", "Cl", "Cl", "H"],
  "positions_angstrom": [[-1.4560, 0.2425, 0.3254], [-2.0119, -0.3248, -0.5647], [-1.9313, 1.4065, 0.8804], [-1.0411, 2.1969, 1.7628], [-3.1065, 2.1584, 0.3833], [-0.6260, -0.2814, 0.8241], [-1.5760, 2.3462, 2.7008], [-0.9474, 3.2124, 1.3780], [-0.0375, 1.8293, 1.9768], [-3.5937, 2.8368, 1.0837], [-2.8499, 2.8891, -0.3838], [-3.7959, 1.3784, 0.0599], [-4.9751, -0.7900, -6.5524], [-3.9261, -0.5801, -7.6506], [-2.6774, -1.2031, -7.4380], [-1.5176, -0.6108, -6.9927], [-1.3297, 0.6417, -6.9310], [-0.4425, -1.6232, -6.5863], [0.0888, -1.2956, -5.3907], [-0.9372, -2.8632, -6.4207], [0.5655, -1.6711, -7.4363], [-5.8987, -0.6182, -7.1053], [-4.7374, -0.0159, -5.8227], [-5.1385, -1.8015, -6.1806], [-3.8449, 0.5017, -7.7573], [-4.2428, -0.8545, -8.6568], [3.4917, -2.7121, 7.1287], [2.9310, -1.3508, 6.6896], [1.8202, -1.2786, 7.5314], [1.5282, -0.1934, 8.3097], [2.0417, 0.8297, 8.0281], [0.5011, -0.3906, 9.4816], [-0.3079, 0.7193, 9.5302], [-0.1858, -1.4817, 9.2472], [1.1400, -0.4457, 10.5858], [3.8767, -2.7463, 8.1479], [4.2881, -2.8874, 6.4055], [2.7715, -3.5137, 6.9646], [2.6880, -1.1902, 5.6393], [3.5265, -0.4534, 6.8572], [0.5390, 7.6638, -4.6580], [1.5410, 8.9003, -5.2808], [-1.1445, 7.8434, -5.3889], [0.5720, 7.8575, -2.8809], [0.8472, 6.6782, -5.0070], [5.9305, -5.8670, -0.3709], [6.1830, -4.1367, 0.0544], [4.1927, -6.1571, 0.1719], [7.0838, -6.7437, 0.7345], [6.1309, -6.0505, -1.4265]],
  "mulliken_charge": [0.106, -0.544, 0.060, -0.950, -0.901, 0.316, 0.317, 0.309, 0.330, 0.332, 0.327, 0.299, -1.045, -0.355, -0.276, 0.453, -0.549, 0.815, -0.247, -0.235, -0.232, 0.330, 0.288, 0.323, 0.330, 0.399, -1.026, -0.361, -0.273, 0.391, -0.512, 0.856, -0.245, -0.220, -0.229, 0.293, 0.371, 0.291, 0.316, 0.349, 0.057, -0.095, -0.144, -0.117, 0.300, 0.008, -0.115, -0.117, -0.112, 0.335],
  "smiles": "CCOC(=O)C(F)(F)F.CCOC(=O)C(F)(F)F.ClC(Cl)Cl.ClC(Cl)Cl.CN(C)C=O",
  "total_charge": 0,
  "multiplicity": 1,
  "e_homo_ev": -9.289,
  "relative_energy_kcal_mol": 69.53,
  "gap_ev": 9.61
}

=====

{
  "formula": "C13H19ClHgOSi",
  "method": "the ωB97M-V functional and the def2-TZVPD basis",
  "symbols": ["C", "C", "C", "H", "C", "C", "H", "H", "H", "H", "Hg", "Cl", "C", "C", "C", "H", "C", "C", "H", "H", "H", "H", "C", "Si", "C", "C", "O", "H", "H", "H", "H", "H", "H", "H", "H", "H"],
  "positions_angstrom": [[-2.4701, -0.9394, -1.4550], [-1.8905, -1.1137, -2.7622], [-1.7426, 0.1585, -3.3451], [-1.6747, -2.0823, -3.2208], [-2.1991, 1.1432, -2.4059], [-2.6580, 0.4756, -1.2581], [-2.9860, 0.9279, -0.3278], [-2.8101, -1.7559, -0.8201], [-1.3697, 0.3627, -4.3503], [-2.2001, 2.2210, -2.5725], [-0.7350, -1.1779, 0.3219], [0.2515, -3.2698, -0.0231], [2.6268, 0.1654, -1.1272], [2.3395, 1.4057, -1.7560], [1.9177, 1.1353, -3.0942], [2.3415, 2.3763, -1.2697], [1.9968, -0.2765, -3.3006], [2.4443, -0.8759, -2.0777], [2.5326, -1.9441, -1.8879], [2.9620, 0.0275, -0.1154], [1.5441, 1.8630, -3.8148], [1.7044, -0.8234, -4.1970], [1.5062, -0.8326, 3.1942], [0.0166, 0.2733, 2.8104], [-1.4948, -0.8381, 3.2140], [0.0087, 1.9895, 3.5954], [-0.0151, 0.6540, 1.2078], [1.6025, -0.9559, 4.2796], [2.4209, -0.3764, 2.7913], [1.3877, -1.8286, 2.7358], [-1.5686, -0.9612, 4.2991], [-2.4259, -0.3984, 2.8282], [-1.3873, -1.8538, 2.7862], [0.8782, 2.5431, 3.2098], [-0.8667, 2.5381, 3.2164], [0.0119, 2.0438, 4.6912]],
  "mulliken_charge": [-1.010, -0.414, -0.410, 0.341, -0.466, -0.495, 0.387, 0.623, 0.393, 0.341, 1.215, -0.699, -0.372, -0.711, -0.486, 0.339, -0.479, -0.760, 0.348, 0.435, 0.386, 0.399, -0.952, 0.499, -1.120, -1.055, -0.834, 0.366, 0.238, 0.237, 0.355, 0.248, 0.263, 0.264, 0.249, 0.337],
  "total_charge": -2,
  "multiplicity": 1,
  "e_homo_ev": 0.417,
  "relative_energy_kcal_mol": 0.00,
  "gap_ev": 4.60
}

=====

{
  "formula": "C13H19ClN2O2SSn",
  "method": "the ωB97M-V functional and the def2-TZVPD basis",
  "symbols": ["Cl", "C", "C", "C", "H", "C", "C", "H", "H", "H", "C", "Sn", "C", "O", "C", "O", "H", "H", "H", "C", "N", "C", "C", "S", "N", "C", "C", "H", "H", "H", "H", "H", "H", "H", "H", "H", "H", "H", "H"],
  "positions_angstrom": [[-2.1822, 3.2771, -2.8855], [-1.0735, -1.5063, -2.5680], [0.3397, -1.6918, -2.4133], [1.0037, -0.7136, -3.1871], [0.8030, -2.5389, -1.9246], [0.0154, 0.0946, -3.8248], [-1.2896, -0.3775, -3.4185], [-2.2321, -0.0448, -3.8439], [-1.8298, -2.2101, -2.2577], [2.0734, -0.6517, -3.3801], [0.2493, 1.2315, -4.7191], [-0.5947, 0.7985, -1.0689], [2.0440, 1.7644, -0.3444], [2.8365, 2.2308, 0.3379], [-2.3018, 2.5753, -1.2655], [-3.0974, 3.0397, -0.4732], [1.2006, 1.7240, -4.4848], [-0.5575, 1.9690, -4.6253], [0.2902, 0.9425, -5.7803], [-1.1256, 1.7056, 2.5282], [-0.1551, 0.6362, 2.6870], [1.1225, 0.9757, 3.3272], [-0.2958, -0.5183, 1.9944], [-1.5996, -0.7069, 0.8496], [0.5993, -1.5321, 2.2885], [0.6568, -1.9474, 3.7121], [0.7093, -2.6619, 1.3476], [-0.9056, 2.5281, 3.2149], [-2.1357, 1.3321, 2.7538], [-1.1219, 2.1169, 1.5007], [0.9274, 1.1268, 4.3888], [1.8407, 0.1700, 3.1762], [1.5060, 1.8987, 2.8952], [0.0901, -2.8760, 3.8506], [1.7022, -2.1380, 3.9581], [0.2536, -1.1697, 4.3610], [-0.2788, -2.9310, 0.9285], [1.3752, -2.3806, 0.5200], [1.1379, -3.5407, 1.8446]],
  "mulliken_charge": [-0.047, -0.692, -0.349, -0.838, 0.661, 0.958, -0.819, 0.550, 0.549, 0.497, -1.022, 0.913, 0.102, -0.125, 0.387, -0.249, 0.367, 0.196, 0.343, -1.003, 0.210, -1.193, 0.255, -0.221, 0.061, -1.181, -0.897, 0.396, 0.397, 0.302, 0.382, 0.384, 0.477, 0.437, 0.388, 0.398, 0.373, 0.201, 0.455],
  "total_charge": 2,
  "multiplicity": 1,
  "e_homo_ev": [-15.724, -15.614],
  "relative_energy_kcal_mol": 0.00,
  "gap_ev": [6.23, 5.68]
}